Version a
This record from OMol25 describes 8 unconnected molecules or ions with the total composition C32H48O24. The level of theory is ωB97M-V/def2-TZVPD.

Cartesian coordinates (Å):
C: -4.41 -0.79 -5.29
C: -5.11 -0.42 -4.01
C: -4.12 0.46 -3.12
O: -4.82 1.72 -3.02
C: -5.98 1.63 -3.55
O: -6.84 2.51 -3.53
O: -6.09 0.55 -4.30
H: -3.39 -1.19 -5.33
H: -4.38 0.11 -5.91
H: -4.95 -1.48 -5.93
H: -5.45 -1.16 -3.28
H: -3.09 0.55 -3.46
H: -3.92 0.01 -2.15
C: -0.80 -4.51 -0.04
C: -2.27 -4.15 -0.31
C: -3.13 -5.25 -0.85
O: -4.23 -5.37 0.00
C: -3.91 -4.67 1.16
O: -4.57 -4.72 2.17
O: -2.72 -4.07 1.07
H: -0.70 -5.53 0.34
H: -0.35 -3.78 0.63
H: -0.27 -4.55 -0.99
H: -2.24 -3.20 -0.84
H: -2.66 -6.24 -0.86
H: -3.35 -4.96 -1.87
C: -0.82 -2.35 -4.17
C: 0.23 -3.38 -4.47
C: 1.65 -3.41 -3.64
O: 1.81 -4.80 -3.39
C: 0.73 -5.52 -3.78
O: 0.61 -6.78 -3.66
O: -0.31 -4.70 -4.22
H: -1.05 -2.48 -3.11
H: -1.79 -2.42 -4.67
H: -0.37 -1.37 -4.30
H: 0.41 -3.46 -5.54
H: 1.76 -2.69 -2.82
H: 2.36 -3.05 -4.39
C: 4.24 -2.68 4.34
C: 5.64 -2.19 3.95
C: 5.89 -0.76 3.65
O: 6.99 -0.40 4.51
C: 7.25 -1.43 5.25
O: 8.06 -1.30 6.15
O: 6.39 -2.38 5.17
H: 4.11 -3.73 4.11
H: 3.52 -2.08 3.79
H: 4.02 -2.67 5.40
H: 6.04 -2.62 3.04
H: 5.07 -0.10 3.93
H: 6.28 -0.58 2.65
C: 0.75 3.13 -3.59
C: -0.28 4.03 -2.68
C: -1.47 3.14 -2.22
O: -1.66 3.68 -0.97
C: -0.58 4.19 -0.40
O: -0.35 4.37 0.80
O: 0.24 4.26 -1.45
H: 0.96 2.17 -3.11
H: 1.70 3.65 -3.68
H: 0.21 2.89 -4.51
H: -0.54 4.98 -3.14
H: -1.29 2.08 -2.36
H: -2.31 3.26 -2.91
C: -4.02 4.81 5.43
C: -2.67 4.03 5.73
C: -2.79 2.96 6.89
O: -2.05 1.91 6.38
C: -1.69 2.12 5.11
O: -1.09 1.39 4.34
O: -2.22 3.27 4.73
H: -4.91 4.37 4.99
H: -3.84 5.42 4.55
H: -4.30 5.46 6.25
H: -1.80 4.63 6.00
H: -3.80 2.71 7.20
H: -2.20 3.46 7.66
C: 0.91 -0.73 2.68
C: -0.02 -0.03 1.63
C: 0.76 0.66 0.54
O: -0.07 0.55 -0.58
C: -0.81 -0.56 -0.41
O: -1.67 -0.91 -1.24
O: -0.67 -1.01 0.75
H: 0.39 -1.46 3.29
H: 1.46 -0.03 3.32
H: 1.55 -1.31 2.02
H: -0.70 0.66 2.12
H: 1.75 0.28 0.27
H: 0.86 1.68 0.93
C: 3.75 4.52 -0.87
C: 4.54 3.19 -1.04
C: 4.46 2.25 0.08
O: 4.14 1.04 -0.49
C: 3.75 1.12 -1.76
O: 3.21 0.24 -2.45
O: 3.83 2.45 -2.07
H: 3.59 4.77 0.18
H: 2.76 4.63 -1.33
H: 4.47 5.24 -1.27
H: 5.59 3.41 -1.26
H: 3.73 2.51 0.84
H: 5.43 2.28 0.58

The SMILES is C[C@H]1COC(=O)O1.C[C@H]1COC(=O)O1.C[C@H]1COC(=O)O1.C[C@H]1COC(=O)O1.C[C@H]1COC(=O)O1.C[C@H]1COC(=O)O1.C[C@H]1COC(=O)O1.C[C@H]1COC(=O)O1. The lowest unoccupied orbital energy comes out at -0.1 eV. The calculation puts the orbital gap at 10.49 eV.

---

Version b
This record from OMol25 describes 8 unconnected molecules or ions with the total composition C32H48O24. The level of theory is ωB97M-V/def2-TZVPD.

Cartesian coordinates (Å):
C: 4.44 8.52 0.42
C: 4.13 10.03 0.17
C: 4.82 11.15 1.00
O: 5.28 12.00 -0.03
C: 5.12 11.55 -1.22
O: 5.55 12.09 -2.22
O: 4.59 10.32 -1.15
H: 3.99 8.34 1.39
H: 5.50 8.30 0.54
H: 3.91 7.81 -0.23
H: 3.07 10.28 0.21
H: 5.69 10.75 1.52
H: 4.12 11.68 1.64
C: 0.31 6.25 -6.76
C: 0.26 6.18 -8.28
C: -1.06 6.53 -8.96
O: -0.69 7.55 -9.88
C: 0.60 7.85 -9.77
O: 1.19 8.59 -10.51
O: 1.14 7.16 -8.81
H: 1.22 5.79 -6.38
H: -0.55 5.73 -6.33
H: 0.30 7.30 -6.45
H: 0.60 5.19 -8.60
H: -1.82 6.89 -8.25
H: -1.61 5.69 -9.40
C: -0.92 -14.25 1.21
C: -0.47 -13.08 0.34
C: -1.60 -12.44 -0.40
O: -1.41 -11.01 -0.22
C: -0.35 -10.83 0.57
O: 0.22 -9.79 0.83
O: 0.15 -12.07 1.01
H: -0.07 -14.84 1.56
H: -1.60 -14.92 0.68
H: -1.47 -13.93 2.10
H: 0.22 -13.49 -0.40
H: -2.56 -12.85 -0.09
H: -1.50 -12.67 -1.46
C: -7.30 -4.17 2.69
C: -7.80 -4.15 1.20
C: -6.73 -4.24 0.14
O: -6.87 -5.46 -0.52
C: -8.00 -6.02 -0.20
O: -8.41 -7.08 -0.58
O: -8.56 -5.27 0.80
H: -6.63 -3.40 3.06
H: -6.69 -5.04 2.92
H: -8.10 -4.22 3.43
H: -8.34 -3.23 0.98
H: -5.80 -4.29 0.70
H: -6.78 -3.34 -0.47
C: 8.50 -2.81 5.00
C: 9.40 -3.50 6.02
C: 10.82 -3.71 5.48
O: 11.53 -2.86 6.38
C: 10.79 -2.41 7.38
O: 11.22 -1.87 8.37
O: 9.53 -2.69 7.12
H: 7.68 -2.23 5.42
H: 8.16 -3.53 4.25
H: 9.06 -2.03 4.48
H: 9.00 -4.49 6.25
H: 10.83 -3.42 4.43
H: 11.10 -4.76 5.46
C: -7.25 4.26 0.82
C: -6.76 5.61 0.30
C: -6.35 5.57 -1.17
O: -7.04 6.64 -1.78
C: -7.92 7.17 -0.90
O: -8.67 8.12 -1.09
O: -7.79 6.56 0.27
H: -6.53 3.45 0.72
H: -8.11 3.89 0.27
H: -7.52 4.28 1.88
H: -5.96 5.98 0.95
H: -6.69 4.66 -1.67
H: -5.27 5.72 -1.20
C: 2.78 -1.65 -2.36
C: 1.80 -2.33 -3.37
C: 0.43 -2.65 -2.83
O: -0.39 -2.05 -3.86
C: 0.31 -1.32 -4.70
O: -0.18 -0.62 -5.55
O: 1.60 -1.44 -4.42
H: 2.30 -0.88 -1.76
H: 3.67 -1.26 -2.85
H: 3.22 -2.34 -1.65
H: 2.26 -3.25 -3.74
H: 0.23 -2.22 -1.85
H: 0.38 -3.73 -2.72
C: -0.57 -1.61 4.28
C: -1.00 -0.13 4.38
C: -0.04 0.82 5.04
O: 0.00 1.87 4.09
C: -0.62 1.56 2.96
O: -0.73 2.24 1.99
O: -1.16 0.36 3.08
H: -1.29 -2.30 3.84
H: -0.38 -2.04 5.27
H: 0.36 -1.81 3.75
H: -1.95 0.04 4.90
H: 1.00 0.53 5.13
H: -0.54 1.14 5.96

The SMILES is C[C@H]1COC(=O)O1.C[C@H]1COC(=O)O1.C[C@H]1COC(=O)O1.C[C@H]1COC(=O)O1.C[C@H]1COC(=O)O1.C[C@H]1COC(=O)O1.C[C@H]1COC(=O)O1.C[C@H]1COC(=O)O1. The lowest unoccupied orbital energy comes out at -0.2 eV. The calculation puts the orbital gap at 10.41 eV.

---

Which of them is most stable, and which least? Most stable: version b; least stable: version a.

---

Version a
This record from OMol25 describes 2 unconnected molecules or ions with the total composition C7H14O2. The level of theory is ωB97M-V/def2-TZVPD.

Cartesian coordinates (Å):
C: -0.67 1.88 -1.36
C: -1.27 0.74 -1.08
C: -2.61 0.40 -1.65
C: -0.65 -0.34 -0.22
C: 0.36 0.15 0.83
C: 1.87 -0.29 0.57
C: 2.33 -1.04 -0.65
O: 3.45 -1.46 -0.76
H: -1.08 2.74 -1.87
H: 0.30 2.17 -0.96
H: -2.83 -0.67 -1.70
H: -3.45 0.79 -1.07
H: -2.76 0.71 -2.69
H: -1.44 -0.81 0.35
H: -0.23 -1.06 -0.89
H: 0.40 1.23 0.96
H: 0.16 -0.20 1.84
H: 2.40 0.66 0.54
H: 2.24 -0.85 1.43
H: 1.62 -1.20 -1.48
O: -1.86 -0.18 3.41
H: -1.43 0.51 2.89
H: -2.72 -0.42 3.06

The SMILES is C=C(C)CCCC=O.O. The lowest unoccupied orbital energy comes out at 0.6 eV. The calculation puts the orbital gap at 10.27 eV.

---

Version b
This record from OMol25 describes a single C7H14O2 molecule. The level of theory is ωB97M-V/def2-TZVPD.

Cartesian coordinates (Å):
C: 3.39 0.05 -0.75
O: 2.98 -0.64 0.49
C: 1.78 -0.30 1.01
O: 0.83 0.01 -0.16
C: -0.52 0.47 0.01
C: -0.64 1.90 0.07
C: -1.59 -0.39 0.07
C: -2.90 0.08 0.11
C: -1.35 -1.91 -0.25
H: 4.40 -0.26 -0.78
H: 3.55 1.19 -0.58
H: 2.72 -0.05 -1.63
H: 1.10 -1.17 1.42
H: 1.78 0.60 1.77
H: 0.43 2.17 -0.52
H: -1.53 2.49 -0.56
H: -0.55 2.28 1.16
H: -2.98 1.14 -0.04
H: -3.42 -0.53 0.96
H: -3.60 -0.18 -0.68
H: -1.49 -2.74 0.61
H: -2.06 -2.37 -1.08
H: -0.34 -1.84 -0.64

The SMILES is COCOC(C)=C(C)C. The lowest unoccupied orbital energy comes out at 0.9 eV. The calculation puts the orbital gap at 9.20 eV.

---

Version c
This record from OMol25 describes a molecular structure, C7H14O2. The level of theory is ωB97M-V/def2-TZVPD.

Cartesian coordinates (Å):
C: 0.40 0.95 -0.52
C: -0.18 -1.33 -0.94
C: -0.99 -1.20 0.82
C: 1.63 1.55 -1.19
C: -2.40 -0.69 0.56
C: 0.66 0.37 0.87
C: 1.86 -0.20 1.19
O: -0.11 -0.06 -1.43
O: -0.61 1.92 -0.37
H: -0.80 2.30 -1.23
H: -0.76 -1.95 -1.61
H: 0.77 -1.71 -0.56
H: 0.14 0.94 1.63
H: -0.75 -1.02 1.86
H: -0.97 -2.29 0.86
H: 2.39 0.79 -1.34
H: 2.03 2.35 -0.57
H: 1.35 1.95 -2.17
H: -2.43 0.39 0.51
H: -2.80 -1.05 -0.39
H: -3.08 -1.02 1.35
H: 2.14 -0.36 2.22
H: 2.53 -0.61 0.45

The lowest unoccupied orbital energy comes out at 0.9 eV. The calculation puts the orbital gap at 9.03 eV.

---

Version d
This record from OMol25 describes 3 unconnected molecules or ions with the total composition C7H14O2. The level of theory is ωB97M-V/def2-TZVPD.

Cartesian coordinates (Å):
C: 0.74 0.68 0.22
C: -1.67 0.70 0.31
C: 0.07 -0.49 -0.04
C: -2.50 -0.23 1.15
C: -2.19 0.98 -1.08
C: 2.38 -0.98 0.07
C: 3.24 -1.11 -0.95
O: 0.97 1.57 -0.76
O: 2.62 -1.49 1.32
H: 1.52 2.29 -0.43
H: 3.47 -1.96 1.35
H: 0.94 0.98 1.24
H: -1.44 1.62 0.84
H: -0.11 -0.79 -1.06
H: -0.04 -1.20 0.77
H: -3.12 1.55 -1.05
H: -2.66 -1.19 0.65
H: -3.49 0.19 1.36
H: -2.03 -0.44 2.12
H: -2.40 0.05 -1.62
H: -1.47 1.55 -1.66
H: 4.20 -1.61 -0.85
H: 2.99 -0.68 -1.91

The lowest unoccupied orbital energy (alpha / beta) comes out at 0.5 / 0.5 eV. The calculation puts the orbital gap (alpha / beta) at 6.86 / 6.86 eV.

---

Which of them is most stable, and which least? Most stable: version a; least stable: version d.

---

Version a
This record from OMol25 describes a gas-phase ion, C3H7FN3 (charge +1). The level of theory is ωB97M-V/def2-TZVPD.

Cartesian coordinates (Å):
H: 0.00 0.37 -3.29
N: -0.05 0.49 -2.32
C: 0.70 -0.29 -1.64
F: 1.54 -1.26 -1.99
N: 0.67 -0.07 -0.25
N: 0.10 -1.19 0.61
C: -0.57 0.10 0.35
C: -0.40 1.03 1.59
H: 0.62 -1.26 1.46
H: -0.24 -1.97 -0.01
H: -1.52 0.22 -0.10
H: -0.35 2.03 1.18
H: 0.65 0.82 2.03
H: -1.15 0.97 2.39

The SMILES is [H]/N=C(\F)N1[NH2+][C@H]1C. The charge is +1. The lowest unoccupied orbital energy comes out at -4.1 eV. The calculation puts the orbital gap at 11.68 eV.

---

Version b
This record from OMol25 describes a molecular structure, C3H7FN3. The level of theory is ωB97M-V/def2-TZVPD.

Cartesian coordinates (Å):
C: 0.14 0.05 0.10
C: -2.20 -0.26 -0.30
C: 1.25 -0.99 -0.02
N: -2.20 1.09 -0.43
N: -0.80 -0.01 -0.82
N: 0.23 0.93 1.02
F: -2.16 -0.76 0.91
H: -2.70 -1.05 -1.05
H: 1.05 -1.96 -0.45
H: 2.28 -0.70 -0.31
H: 1.30 -1.17 1.08
H: -2.51 1.38 -1.38
H: 1.17 1.06 1.59
H: -0.49 1.67 1.20

The charge is +1. The lowest unoccupied orbital energy comes out at -5.2 eV. The calculation puts the orbital gap at 10.89 eV.

---

Which of them is most stable, and which least? Most stable: version a; least stable: version b.

---

Version a
This record from OMol25 describes 2 unconnected molecules or ions with the total composition C2H10N. The level of theory is ωB97M-V/def2-TZVPD.

Cartesian coordinates (Å):
N: -1.28 -1.34 -0.72
H: -2.27 -1.33 -0.48
H: -1.19 -0.77 -1.57
H: -0.66 -1.02 0.04
H: -1.08 -2.28 -1.07
C: 0.87 1.07 -0.26
C: 0.76 0.63 1.20
H: 1.08 0.24 -0.93
H: 1.58 1.88 -0.35
H: -0.07 1.45 -0.65
H: 0.12 1.28 1.78
H: 0.42 -0.41 1.34
H: 1.72 0.60 1.68

The charge is +1. The lowest unoccupied orbital energy comes out at -4.3 eV. The calculation puts the orbital gap at 11.68 eV.

---

Version b
This record from OMol25 describes 2 unconnected molecules or ions with the total composition C2H10N. The level of theory is ωB97M-V/def2-TZVPD.

Cartesian coordinates (Å):
N: 0.94 1.08 -1.42
H: 1.68 0.51 -1.92
H: 0.61 2.01 -1.70
H: 0.19 0.50 -1.07
H: 1.29 1.30 -0.42
C: -1.15 -0.10 0.72
C: -0.03 -1.19 0.84
H: -0.78 0.64 1.44
H: -2.13 -0.46 1.02
H: -1.33 0.31 -0.39
H: 0.38 -1.75 -0.10
H: 0.82 -0.87 1.50
H: -0.50 -1.98 1.50

The charge is +1. The lowest unoccupied orbital energy comes out at -4.3 eV. The calculation puts the orbital gap at 11.44 eV.

---

Which of them is most stable, and which least? Most stable: version a; least stable: version b.